Density functional theory data (wB97M-V/def2-TZVPD) for a cluster of 2 separate species, C4H11NO2 in total.

Summary:
Orbital gap ... 10.373 eV
E_LUMO ... 0.0329 Ha
Spin multiplicity ... 1
Total charge ... 0
SMILES ... CC(=O)O.CCN

Last columns: bonded neighbours and bond lengths (Å).
Cartesian coordinates (Å):
1 C 1.4051 1.6105 2.6078  C2 1.507, H5 1.083, H6 1.088, H7 1.085
2 C 0.4240 0.8159 1.7850  C1 1.507, O3 1.329, O4 1.214
3 O -0.1799 1.4712 0.7987  C2 1.329, H16 0.988
4 O 0.1260 -0.3091 2.1316  C2 1.214
5 H 0.9401 1.8356 3.5593  C1 1.083
6 H 1.5996 2.5917 2.1788  C1 1.088
7 H 2.3412 1.0673 2.6812  C1 1.085
8 C -1.0351 -0.6928 -1.9419  C9 1.532, N10 1.467, H11 1.084, H12 1.094
9 C 0.3253 -1.3911 -2.0265  C8 1.532, H13 1.085, H14 1.088, H18 1.088
10 N -1.4185 -0.5140 -0.5376  C8 1.467, H15 1.013, H17 1.008
11 H -0.9787 0.2957 -2.3831  C8 1.084
12 H -1.7516 -1.3510 -2.4412  C8 1.094
13 H 0.3127 -2.3320 -1.4856  C9 1.085
14 H 1.0822 -0.7307 -1.6072  C9 1.088
15 H -2.4077 -0.5797 -0.3276  N10 1.013
16 H -0.3289 0.9355 -0.0186  O3 0.988
17 H -0.9806 -1.1532 0.1077  N10 1.008
18 H 0.5250 -1.5697 -3.0809  C9 1.088

***

Density functional theory data (wB97M-V/def2-TZVPD) for a cluster of 2 separate species, C4H11NO2 in total.

Summary:
Orbital gap ... 9.477 eV
E_LUMO ... 0.0174 Ha
Spin multiplicity ... 1
Total charge ... 0
SMILES ... CC(=O)O.CCN

Last columns: bonded neighbours and bond lengths (Å).
Cartesian coordinates (Å):
1 C -0.6625 -2.4602 -0.0324  C2 1.538, N3 1.485, H4 1.100, H5 1.092
2 C 0.3271 -1.7342 -0.9597  C1 1.538, H6 1.092, H7 1.075, H11 1.092
3 N -1.9856 -1.8038 0.1232  C1 1.485, H9 1.001, H10 1.017
4 H -0.9168 -3.4313 -0.4812  C1 1.100
5 H -0.2581 -2.8048 0.9215  C1 1.092
6 H -0.2076 -0.8356 -1.2738  C2 1.092
7 H 0.6831 -2.3245 -1.7840  C2 1.075
8 H 0.7282 0.6781 2.1004  O15 0.958
9 H -2.0280 -1.4063 1.0414  N3 1.001
10 H -2.0461 -0.9849 -0.4770  N3 1.017
11 H 1.0913 -1.2583 -0.3409  C2 1.092
12 C 1.4967 2.2422 -0.6444  C13 1.509, H16 1.081, H17 1.086, H18 1.088
13 C 0.4557 1.5851 0.2275  C12 1.509, O14 1.205, O15 1.335
14 O -0.7199 1.7923 0.0671  C13 1.205
15 O 0.9507 0.7846 1.1743  H8 0.958, C13 1.335
16 H 1.0522 2.3988 -1.6168  C12 1.081
17 H 2.3400 1.5883 -0.8441  C12 1.086
18 H 1.8534 3.0871 -0.0584  C12 1.088

***

Density functional theory data (wB97M-V/def2-TZVPD) for the molecule C4H11NO2.

Summary:
Orbital gap ... 10.401 eV
E_LUMO ... 0.0303 Ha
Spin multiplicity ... 1
Total charge ... 0
SMILES ... C[C@@H](O)[C@H](N)CO

Last columns: bonded neighbours and bond lengths (Å).
Cartesian coordinates (Å):
1 C -0.7447 -1.2080 1.1597  O2 1.435, C3 1.521, H8 1.093, H9 1.107
2 O -1.7766 -0.3055 1.5839  C1 1.435, H18 0.963
3 C 0.3697 -0.5508 0.3596  C1 1.521, C4 1.523, N7 1.487, H10 1.115
4 C -0.1887 0.4299 -0.6634  C3 1.523, C5 1.545, O6 1.441, H11 1.121
5 C 0.1640 1.9305 -0.5561  C4 1.545, H12 1.104, H13 1.110, H14 1.088
6 O 0.0964 -0.1014 -1.9717  C4 1.441, H15 0.962
7 N 1.3998 -1.5874 0.0827  C3 1.487, H16 1.016, H17 1.015
8 H -0.3532 -1.6898 2.0590  C1 1.093
9 H -1.1799 -2.0684 0.6153  C1 1.107
10 H 0.8799 0.1270 1.0836  C3 1.115
11 H -1.3086 0.3938 -0.6527  C4 1.121
12 H 0.2030 2.1787 -1.6309  C5 1.104
13 H -0.8031 2.4424 -0.3709  C5 1.110
14 H 0.8143 2.4590 0.1383  C5 1.088
15 H 0.4824 0.5753 -2.5366  O6 0.962
16 H 1.0973 -2.2195 -0.6534  N7 1.016
17 H 2.1757 -1.0462 -0.2847  N7 1.015
18 H -1.3277 0.2406 2.2383  O2 0.963

***

Density functional theory data (wB97M-V/def2-TZVPD) for a cluster of 2 separate species, C4H11NO2 in total.

Summary:
Orbital gap ... 10.463 eV
E_LUMO ... 0.0214 Ha
Spin multiplicity ... 1
Total charge ... 0
SMILES ... CNC(C)=O.CO

Last columns: bonded neighbours and bond lengths (Å).
Cartesian coordinates (Å):
1 C 2.7934 0.5409 0.3730  C2 1.540, H5 1.137, H6 1.110, H7 1.106
2 C 1.4739 1.2829 0.6563  C1 1.540, N16 1.353, O17 1.236
3 C -0.8968 1.2385 0.4058  H9 1.082, H10 1.121, H11 1.076, N16 1.443
4 C -1.7846 -1.8288 -1.1901  H13 1.090, H14 1.168, H15 1.161, O18 1.512
5 H 2.8311 -0.0524 -0.5956  C1 1.137
6 H 2.9916 -0.1592 1.2114  C1 1.110
7 H 3.6637 1.2192 0.3060  C1 1.106
8 H 0.4799 0.0530 -0.6691  N16 0.984
9 H -0.7805 2.0103 1.1556  C3 1.082
10 H -1.3367 1.7527 -0.4881  C3 1.121
11 H -1.5805 0.4921 0.7720  C3 1.076
12 H -2.2046 -2.0592 0.8379  O18 1.033
13 H -2.4087 -1.4338 -1.9914  C4 1.090
14 H -1.2181 -1.0229 -0.5631  C4 1.168
15 H -1.2164 -2.7137 -1.6828  C4 1.161
16 N 0.4024 0.7252 0.0457  C2 1.353, C3 1.443, H8 0.984
17 O 1.4767 2.2129 1.4708  C2 1.236
18 O -2.6858 -2.2578 -0.0543  C4 1.512, H12 1.033

***

Density functional theory data (wB97M-V/def2-TZVPD) for a cluster of 3 separate species, C4H11NO2 in total.

Summary:
Orbital gap (alpha / beta) ... 7.531 / 5.104 eV
E_LUMO (alpha / beta) ... -0.2102 / -0.2994 Ha
Spin multiplicity ... 2
Total charge ... +1

Last columns: bonded neighbours and bond lengths (Å).
Cartesian coordinates (Å):
1 C 2.7453 -1.9618 -2.1007  C2 1.475, H6 1.083, H7 1.073, H8 1.093
2 C 1.9680 -1.2713 -1.0550  C1 1.475, C3 1.376, N5 1.368
3 C 0.8310 -1.7417 -0.4390  C2 1.376, H9 1.070, H10 1.084
4 C 1.2809 1.0118 -1.0501  N5 1.256, H11 1.085, H12 1.092
5 N 2.1295 0.0867 -1.0959  C2 1.368, C4 1.256
6 H 2.1593 -2.6095 -2.7402  C1 1.083
7 H 3.1730 -1.1946 -2.7170  C1 1.073
8 H 3.6112 -2.4932 -1.6985  C1 1.093
9 H 0.4002 -1.2611 0.4141  C3 1.070
10 H 0.4603 -2.7153 -0.7370  C3 1.084
11 H 1.5405 2.0557 -0.9098  C4 1.085
12 H 0.1930 0.9253 -1.0064  C4 1.092
13 H -4.0346 5.0201 -2.0265  O15 0.959
14 H -4.0471 3.6784 -2.8638  O15 0.958
15 O -4.5593 4.4352 -2.5763  H13 0.959, H14 0.958
16 H -2.7135 -2.2460 7.0021  O18 0.967
17 H -1.6669 -1.1888 7.3912  O18 0.962
18 O -2.4901 -1.3102 6.9092  H16 0.967, H17 0.962

***

Density functional theory data (wB97M-V/def2-TZVPD) for a cluster of 2 separate species, C4H11NO2 in total.

Summary:
Orbital gap (alpha / beta) ... 10.816 / 5.515 eV
E_LUMO (alpha / beta) ... -0.1330 / -0.3275 Ha
Spin multiplicity ... 2
Total charge ... +1

Last columns: bonded neighbours and bond lengths (Å).
Cartesian coordinates (Å):
1 C 0.6768 1.7081 1.7567  N2 1.469, H7 1.029, H8 1.121, H9 1.116
2 N 0.8739 0.9103 0.5389  C1 1.469, C3 1.442, H10 1.070
3 C -0.2746 0.9432 -0.3330  N2 1.442, C4 1.634, H11 1.063, H12 1.105
4 C 0.0655 -0.2313 -1.4169  C3 1.634, C5 1.447, H13 1.085, H14 1.130
5 C -0.9692 -1.2159 -1.6493  C4 1.447, O6 1.276, H15 1.092
6 O -2.0434 -1.2162 -0.9598  C5 1.276
7 H 1.4207 1.5062 2.4385  C1 1.029
8 H 0.7246 2.8238 1.6626  C1 1.121
9 H -0.3068 1.4259 2.2023  C1 1.116
10 H 1.7357 1.3448 0.0768  N2 1.070
11 H -1.0920 0.7628 0.3227  C3 1.063
12 H -0.4491 1.9310 -0.7974  C3 1.105
13 H 1.0246 -0.6318 -1.1049  C4 1.085
14 H 0.2561 0.2869 -2.4025  C4 1.130
15 H -0.8454 -1.9682 -2.4304  C5 1.092
16 H -0.4859 -3.5495 0.8293  O18 0.976
17 H -0.4138 -2.0544 0.3529  O18 1.049
18 O 0.1023 -2.7757 0.9136  H16 0.976, H17 1.049

***

Density functional theory data (wB97M-V/def2-TZVPD) for the ion C4H11NO2 with charge +1.

Summary:
Orbital gap (alpha / beta) ... 12.211 / 6.757 eV
E_LUMO (alpha / beta) ... -0.1128 / -0.3076 Ha
Spin multiplicity ... 2
Total charge ... +1

Last columns: bonded neighbours and bond lengths (Å).
Cartesian coordinates (Å):
1 C 0.5741 -1.9112 0.6892  C2 1.557, H8 1.081, H9 1.078, H10 1.111
2 C -0.2640 -0.6264 0.4227  C1 1.557, C3 1.606, N5 1.455, H11 1.109
3 C 0.6147 0.5542 1.0651  C2 1.606, O4 1.403, H12 1.150, H13 1.107
4 O 0.4998 0.5777 2.4628  C3 1.403, H14 0.966
5 N -0.5995 -0.2661 -0.9463  C2 1.455, C6 1.447, H15 1.027
6 C -0.6770 1.0460 -1.5517  N5 1.447, O7 1.464, H16 1.119, H17 1.087
7 O -1.7224 1.2449 -2.5567  C6 1.464, H18 0.967
8 H 0.3236 -2.7385 0.0404  C1 1.081
9 H 0.3086 -2.2600 1.6744  C1 1.078
10 H 1.6674 -1.7135 0.7002  C1 1.111
11 H -1.1104 -0.5884 1.1376  C2 1.109
12 H 1.6725 0.6616 0.6282  C3 1.150
13 H 0.1850 1.4708 0.6174  C3 1.107
14 H 1.2550 0.0780 2.7997  O4 0.966
15 H -0.1376 -0.8293 -1.6708  N5 1.027
16 H 0.2925 1.3633 -2.0128  C6 1.119
17 H -1.1229 1.7317 -0.8354  C6 1.087
18 H -1.7594 2.2052 -2.6639  O7 0.967

***

Density functional theory data (wB97M-V/def2-TZVPD) for a cluster of 3 separate species, C4H11NO2 in total.

Summary:
Orbital gap (alpha / beta) ... 8.337 / 5.167 eV
E_LUMO (alpha / beta) ... -0.1590 / -0.2756 Ha
Spin multiplicity ... 2
Total charge ... +1

Last columns: bonded neighbours and bond lengths (Å).
Cartesian coordinates (Å):
1 N 1.8366 -2.0703 -0.0739  C2 1.410, H6 0.933, H7 1.026
2 C 1.0248 -1.6471 -1.1459  N1 1.410, C3 1.340, H8 1.078
3 C 1.0412 -2.3406 -2.2927  C2 1.340, C4 1.445, H9 1.045
4 C 0.3304 -1.6234 -3.3260  C3 1.445, C5 1.364, H10 1.061
5 C -0.6732 -2.2420 -4.0118  C4 1.364, H11 1.116, H12 1.040
6 H 1.6073 -1.9870 0.8271  N1 0.933
7 H 2.4868 -2.8614 -0.1375  N1 1.026
8 H 0.2185 -0.9639 -0.9343  C2 1.078
9 H 1.5236 -3.2177 -2.5929  C3 1.045
10 H 0.3838 -0.5754 -3.4824  C4 1.061
11 H -1.4262 -1.9088 -4.7644  C5 1.116
12 H -0.9192 -3.2331 -3.8122  C5 1.040
13 H -0.2475 5.3209 4.6489  O15 0.925
14 H -1.3539 5.0965 5.5271  O15 1.051
15 O -1.1569 5.2328 4.5037  H13 0.925, H14 1.051
16 H -1.8649 3.6768 4.0138  O18 0.970
17 H -1.0019 2.5843 3.3506  O18 0.898
18 O -1.8093 2.7595 3.7028  H16 0.970, H17 0.898

***

Density functional theory data (wB97M-V/def2-TZVPD) for the ion C4H11NO2 with charge +1.

Summary:
Orbital gap (alpha / beta) ... 11.266 / 6.207 eV
E_LUMO (alpha / beta) ... -0.1315 / -0.3151 Ha
Spin multiplicity ... 2
Total charge ... +1

Last columns: bonded neighbours and bond lengths (Å).
Cartesian coordinates (Å):
1 C -1.9238 1.4848 0.1733  N2 1.474, H8 1.108, H9 1.096, H10 1.094
2 N -1.0665 0.5506 0.9241  C1 1.474, C3 1.593, H11 1.130
3 C -0.0604 -0.2751 0.0061  N2 1.593, C4 1.492, C6 1.500, H12 1.070
4 C 0.5548 -1.3996 0.7701  C3 1.492, O5 1.466, H13 1.155, H14 1.087
5 O 1.2614 -2.3195 -0.1257  C4 1.466, H15 0.998
6 C 0.8912 0.6345 -0.7129  C3 1.500, O7 1.482, H16 1.056, H17 1.077
7 O 1.5425 0.2139 -1.9759  C6 1.482, H18 0.955
8 H -2.4860 2.1201 0.8855  C1 1.108
9 H -1.2266 2.0816 -0.4252  C1 1.096
10 H -2.4881 0.8202 -0.4875  C1 1.094
11 H -0.3931 1.0026 1.7106  N2 1.130
12 H -0.6749 -0.6649 -0.7786  C3 1.070
13 H 1.2849 -0.9057 1.5166  C4 1.155
14 H -0.1827 -1.9893 1.3090  C4 1.087
15 H 1.0111 -3.2559 0.1137  O5 0.998
16 H 0.4758 1.5638 -0.9941  C6 1.056
17 H 1.6635 1.0278 -0.0729  C6 1.077
18 H 1.8170 -0.6899 -1.8361  O7 0.955

***

Density functional theory data (wB97M-V/def2-TZVPD) for a cluster of 2 separate species, C4H11NO2S in total.

Summary:
Orbital gap ... 9.240 eV
E_LUMO ... 0.0216 Ha
Spin multiplicity ... 1
Total charge ... 0
SMILES ... NC(=O)CCCS.O

Last columns: bonded neighbours and bond lengths (Å).
Cartesian coordinates (Å):
1 C -1.3466 0.0943 0.5405  C2 1.514, C5 1.514, H8 1.094, H9 1.085
2 C -0.4649 -1.0794 0.9094  C1 1.514, C3 1.538, H10 1.097, H11 1.082
3 C 0.4048 -1.6522 -0.2220  C2 1.538, S4 1.829, H12 1.081, H13 1.094
4 S -0.3439 -3.1305 -0.9951  C3 1.829, H14 1.339
5 C -0.6046 1.2588 -0.0808  C1 1.514, N6 1.381, O7 1.214
6 N -0.2615 2.3089 0.7486  C5 1.381, H15 1.008, H16 1.008
7 O -0.1803 1.2033 -1.2165  C5 1.214
8 H -1.8644 0.4402 1.4395  C1 1.094
9 H -2.0979 -0.0820 -0.2226  C1 1.085
10 H 0.2477 -0.7550 1.6777  C2 1.097
11 H -0.9896 -1.9051 1.3722  C2 1.082
12 H 0.7244 -1.0073 -1.0287  C3 1.081
13 H 1.3590 -1.9680 0.2105  C3 1.094
14 H -1.6255 -3.0170 -0.6238  S4 1.339
15 H 0.2484 3.0548 0.3027  N6 1.008
16 H -0.9654 2.6139 1.4023  N6 1.008
17 H 2.3762 1.4940 -2.0569  O19 0.969
18 H 2.6749 1.3372 -0.6782  O19 0.970
19 O 2.7091 0.7912 -1.4789  H17 0.969, H18 0.970

***

Density functional theory data (wB97M-V/def2-TZVPD) for a cluster of 2 separate species, C4H11NO2S in total.

Summary:
Orbital gap ... 9.507 eV
E_LUMO ... 0.0159 Ha
Spin multiplicity ... 1
Total charge ... 0
SMILES ... CC(=O)NCCS.O

Last columns: bonded neighbours and bond lengths (Å).
Cartesian coordinates (Å):
1 O -1.9250 -0.5655 -0.8062  C2 1.245
2 C -1.2413 -1.3949 -0.1769  O1 1.245, N3 1.410, C7 1.497
3 N -0.5188 -0.8769 0.9172  C2 1.410, C4 1.479, H8 1.029
4 C -0.4326 0.5935 1.0513  N3 1.479, C5 1.522, H9 1.253, H10 1.111
5 C 0.9710 0.7236 1.6256  C4 1.522, S6 1.837, H11 1.180, H12 1.145
6 S 2.0435 1.4450 0.3199  C5 1.837, H13 1.468
7 C -1.0502 -2.8768 -0.2680  C2 1.497, H14 1.150, H15 1.077, H16 1.080
8 H 0.0255 -1.4564 1.5711  N3 1.029
9 H -0.5413 1.1284 -0.0768  C4 1.253
10 H -1.2153 0.7914 1.8139  C4 1.111
11 H 1.5823 -0.2620 1.8412  C5 1.180
12 H 1.2096 1.5841 2.3425  C5 1.145
13 H 2.1308 0.2275 -0.4951  S6 1.468
14 H -1.2167 -3.4511 -1.2508  C7 1.150
15 H -0.0479 -3.0603 0.0802  C7 1.077
16 H -1.6160 -3.3572 0.5165  C7 1.080
17 H -0.5250 0.4175 -2.5246  O19 0.978
18 H -0.5696 1.7713 -1.6852  O19 1.017
19 O -0.2951 1.3671 -2.5768  H17 0.978, H18 1.017

***

Density functional theory data (wB97M-V/def2-TZVPD) for a cluster of 2 separate species, C4H11NO2S in total.

Summary:
Orbital gap (alpha / beta) ... 8.614 / 8.958 eV
E_LUMO (alpha / beta) ... -0.0253 / 0.0017 Ha
Spin multiplicity ... 1
Total charge ... 0

Last columns: bonded neighbours and bond lengths (Å).
Cartesian coordinates (Å):
1 C 0.5940 1.9424 -0.3002  C4 1.446, H9 1.079, H10 1.126, H11 1.071
2 C 1.9679 -1.7481 0.4217  N5 1.344, H12 1.100, H13 1.171, H14 1.064
3 C -2.5722 0.5459 0.2758  S8 1.777, H15 1.057, H16 1.156, H17 1.090
4 C 0.0106 0.7435 -0.8604  C1 1.446, S8 1.763, H18 1.042
5 N 1.9669 -1.2029 -0.8066  C2 1.344, H19 1.000
6 O -1.0679 -1.6832 -0.0709  S8 1.479
7 O -0.3902 0.0416 1.4872  S8 1.422
8 S -0.9772 -0.2363 0.2226  C3 1.777, C4 1.763, O6 1.479, O7 1.422
9 H 0.0526 1.9789 0.6323  C1 1.079
10 H 1.6356 1.7018 0.0534  C1 1.126
11 H 0.4732 2.7479 -0.9951  C1 1.071
12 H 2.3674 -2.7696 0.5098  C2 1.100
13 H 2.4361 -0.9568 1.1462  C2 1.171
14 H 0.9973 -1.8918 0.8341  C2 1.064
15 H -2.4228 1.5619 0.0249  C3 1.057
16 H -3.3069 0.1261 -0.5117  C3 1.156
17 H -2.9764 0.3289 1.2643  C3 1.090
18 H -0.2564 0.5094 -1.8400  C4 1.042
19 H 1.4684 -1.7397 -1.4873  N5 1.000

***

Short version: E = -9911.5795; -9910.8055; -9909.9886; -9910.3449; -9900.8472; -9900.6773; -9900.9459; -9901.0297; -9900.7509; -20746.8437; -20745.0592; -20741.3671 eV, in the order given.
Short version: energy above the lowest of the compared OMol25 structures with the same formula, charge and spin = 0.6624; 1.4364; 2.2532; 1.8969; 2.1486; 2.3185; 2.0499; 1.9661; 2.2448; 0.4597; 2.2442; 5.9363 eV, in the order given.